C27H42AsN6S2V | wB97M-V/def2-TZVPD

The geometry in XYZ format:
```
79
Properties=species:S:1:pos:R:3:forces:R:3
V -0.923 -1.057 0.887 -0.078 0.007 -0.469
C 3.387 -5.208 -0.419 -0.025 0.012 -0.021
C 2.723 -4.281 -1.431 -0.004 -0.017 -0.027
N 1.295 -4.125 -1.230 0.025 -0.063 0.002
C 0.784 -3.354 -0.223 0.058 0.163 0.172
S -0.934 -3.481 0.087 0.164 -0.247 0.162
N 1.631 -2.588 0.426 -0.201 -0.096 -0.079
N 0.941 -1.831 1.355 -0.090 -0.087 -0.334
C 1.429 -1.669 2.524 0.072 0.225 0.316
C 2.790 -2.146 2.916 -0.035 0.001 0.020
C 0.490 -1.053 3.486 -0.109 -0.117 -0.150
C 0.824 -0.724 4.778 0.107 0.073 0.096
C -0.172 -0.257 5.639 0.068 -0.019 -0.030
C -1.464 -0.177 5.187 -0.055 0.026 -0.100
C -1.731 -0.518 3.859 -0.040 -0.048 0.118
N -0.787 -0.939 3.028 0.100 -0.131 0.017
H 4.462 -5.269 -0.601 -0.001 -0.008 0.009
H 2.970 -6.215 -0.484 0.011 0.001 0.009
H 3.226 -4.831 0.590 0.005 -0.002 0.005
H 2.871 -4.658 -2.446 0.004 0.007 0.006
H 3.173 -3.290 -1.378 -0.001 0.004 0.000
H 0.689 -4.871 -1.527 -0.009 -0.004 -0.005
H 3.005 -3.088 2.416 0.004 0.000 -0.008
H 2.876 -2.274 3.992 0.009 -0.006 -0.014
H 3.538 -1.420 2.587 0.013 0.005 0.016
H 1.849 -0.801 5.111 -0.013 0.025 0.000
H 0.079 0.037 6.650 0.004 -0.008 0.006
H -2.269 0.198 5.801 -0.001 -0.007 0.020
H -2.737 -0.472 3.474 -0.002 0.023 -0.027
S -2.392 2.275 3.083 0.068 0.010 0.011
C -1.934 1.407 0.126 -0.402 0.286 -0.142
N -0.787 0.985 0.721 0.266 -0.032 0.481
C -0.052 1.647 1.717 0.053 0.100 -0.091
C 1.340 1.566 1.649 0.017 -0.007 -0.029
C 2.163 2.035 2.665 -0.008 0.021 0.015
C 1.580 2.631 3.776 -0.013 -0.009 -0.037
C 0.198 2.723 3.857 0.051 0.042 0.072
C -0.665 2.231 2.866 -0.140 -0.007 -0.074
H -2.704 0.603 0.107 0.027 0.051 -0.100
H 1.768 1.095 0.769 0.017 0.005 -0.001
H 3.241 1.953 2.577 -0.006 0.001 -0.002
H 2.196 3.017 4.581 -0.005 0.000 -0.001
H -0.264 3.172 4.729 0.008 0.002 0.000
C -3.396 0.209 -3.038 0.014 0.019 -0.033
C -1.905 0.482 -3.197 0.051 0.100 0.069
As -0.851 -0.738 -2.077 0.011 -0.302 -0.098
C 1.008 -0.298 -2.586 -0.009 0.019 0.044
C 1.225 0.553 -3.831 -0.007 -0.021 -0.018
C -1.107 -2.382 -3.143 0.026 0.045 -0.010
C -0.891 -2.294 -4.648 0.007 -0.011 -0.004
H -3.980 0.865 -3.687 0.002 -0.007 0.001
H -3.705 0.413 -2.013 -0.019 -0.020 0.005
H -3.651 -0.823 -3.292 -0.009 0.003 0.025
H -1.688 1.494 -2.861 0.000 0.003 0.015
H -1.586 0.386 -4.236 0.008 -0.003 0.010
H 1.513 -1.264 -2.679 -0.005 -0.002 0.035
H 1.437 0.194 -1.711 -0.010 0.019 -0.013
H 0.826 0.078 -4.729 0.013 0.024 0.018
H 2.292 0.726 -3.993 -0.005 0.007 -0.007
H 0.747 1.528 -3.738 -0.007 0.010 0.007
H -2.112 -2.739 -2.910 0.001 -0.004 0.002
H -0.425 -3.108 -2.703 -0.034 0.041 -0.023
H -1.595 -1.613 -5.128 0.007 0.015 -0.001
H -1.024 -3.276 -5.112 -0.003 0.008 -0.007
H 0.119 -1.956 -4.888 -0.025 -0.023 0.000
C -1.517 4.543 0.486 0.024 0.035 -0.029
C -1.536 3.651 -0.758 -0.093 -0.020 0.035
C -0.100 3.413 -1.241 -0.070 -0.050 -0.064
C -2.287 4.399 -1.867 -0.043 0.041 0.017
N -2.325 2.431 -0.537 0.212 0.019 0.062
H -1.208 5.555 0.204 0.007 0.001 0.026
H -0.825 4.169 1.238 0.012 -0.019 0.015
H -2.504 4.580 0.945 -0.012 0.010 -0.030
H 0.377 4.377 -1.441 -0.002 -0.008 -0.006
H -0.091 2.839 -2.171 -0.027 -0.009 -0.010
H 0.500 2.884 -0.510 0.059 -0.077 0.145
H -1.771 5.327 -2.131 -0.011 0.005 0.006
H -3.295 4.637 -1.525 0.002 0.006 -0.019
H -2.375 3.782 -2.765 0.025 -0.031 0.022
```
Positions in Å, forces in eV/Å.

Summary:
total charge = -1
gap between HOMO and LUMO (alpha / beta) = 5.6 / 5.6 eV
multiplicity = 4